The following is a quantum chemistry calculation of a single C7H7Cl3N2 molecule at a distorted geometry, from OMol25.

Values from the calculation:
- Highest occupied orbital energy: -8.1867 eV
- Electronic energy: -47917.28266 eV
- Largest force on an atom: 3.969 eV/A

The geometry in XYZ format:
```
19
Properties=species:S:1:pos:R:3:forces:R:3
C 0.360606 1.366859 2.379150 -0.69 -1.39 0.29
C 0.204888 1.955824 1.149221 0.93 0.95 -0.47
C 0.430502 -0.028291 2.425414 0.76 1.19 -1.77
C 0.324629 1.291564 -0.040707 -0.23 -2.08 0.50
C 0.476265 -0.732556 1.221573 0.43 -1.32 1.13
C 0.444749 -0.114570 -0.020901 -1.05 1.01 1.19
C -1.384481 -1.393813 -1.530135 0.50 1.62 1.97
N 0.914862 -0.526335 -2.228963 1.68 3.20 -1.65
N 0.331027 -0.943442 -1.126758 -2.76 -2.66 -0.36
Cl -2.302533 -0.213209 -2.530052 0.89 -0.20 0.14
Cl -2.292204 -1.520618 0.023526 0.44 -0.24 -0.65
Cl -1.276258 -2.911090 -2.334652 0.24 -0.23 -0.19
H 0.336142 1.941171 3.279362 0.07 0.34 0.38
H 0.171841 3.011241 1.023053 -0.29 0.86 0.46
H 0.668447 -0.574813 3.290381 -0.19 -0.40 1.25
H 0.238655 1.845042 -0.931876 -0.06 0.48 -1.04
H 0.612242 -1.834685 1.372509 -0.27 1.07 -0.88
H 0.937798 0.534888 -2.414558 -0.54 -2.35 -0.10
H 0.802822 -1.153169 -3.005586 0.14 0.16 -0.21
```
Forces are in eV/Å.